(1)
A cluster of 13 separate species, C54H70NO27 in total in a non-equilibrium geometry. Source: the OMol25 dataset; level of theory: the ωB97M-V functional and the def2-TZVPD basis.

Values from the calculation:
E_HOMO = -0.3467 Eh
orbital gap = 0.2163 Eh
E = -4185.4837 a.u.

Geometry as ORCA input:
```
! RIJCOSX wB97M-V def2-TZVPD def2/J DEFGRID3
* xyz 1 1
C 16.261 12.525 29.381
C 15.322 23.487 30.684
H 15.812 14.452 34.507
H 8.953 18.551 27.037
H 11.241 26.827 24.617
H 17.503 13.608 27.987
C 15.088 21.491 28.831
H 17.254 21.439 28.845
C 17.840 17.264 31.215
O 13.073 18.744 28.889
H 19.053 13.774 23.961
H 10.233 20.427 25.842
H 14.623 14.740 29.968
H 12.141 21.702 24.940
C 16.826 19.256 31.074
H 15.934 18.065 19.990
C 18.506 14.381 23.248
H 12.554 21.557 20.919
O 12.821 13.330 28.255
C 8.521 19.002 23.270
C 12.850 16.807 27.708
O 12.760 21.955 28.603
C 13.077 23.681 25.855
O 13.911 21.984 18.764
C 12.894 18.378 25.222
C 13.277 20.785 20.697
H 12.584 12.461 27.891
C 16.722 17.450 24.620
H 16.445 14.570 31.459
C 12.890 18.175 27.763
C 15.086 19.978 19.336
H 7.141 12.973 28.286
H 12.878 21.291 27.887
C 16.333 13.693 33.919
H 14.782 11.806 30.518
O 7.161 17.079 26.023
H 16.109 19.973 31.480
H 14.937 15.105 32.285
O 12.766 20.231 26.498
O 17.410 18.292 31.957
H 20.954 14.281 22.833
C 15.187 18.836 20.122
C 15.845 14.544 26.345
H 16.300 14.567 28.907
H 8.371 19.124 22.206
C 12.834 18.982 26.483
O 11.814 22.370 24.328
C 14.311 18.662 21.195
C 19.250 14.948 22.208
H 15.770 20.122 18.510
H 12.735 16.282 28.647
C 14.071 20.876 19.578
H 16.885 14.547 25.999
H 16.686 15.755 20.170
C 13.958 22.191 29.222
H 15.771 15.513 26.854
O 15.474 13.312 32.849
O 17.268 17.279 30.028
C 13.296 19.579 21.424
H 16.474 11.497 29.080
O 14.449 17.539 21.958
C 12.112 23.596 24.862
C 7.898 17.990 25.322
H 13.981 24.882 27.335
H 13.647 22.851 26.253
H 10.494 20.919 29.844
H 16.737 13.637 23.925
C 18.571 15.566 21.199
H 13.265 23.923 30.336
C 14.556 13.886 30.649
H 13.088 14.735 23.752
H 10.498 12.848 32.046
H 17.289 14.076 33.553
O 12.544 13.885 23.690
H 16.527 18.835 28.992
C 17.136 14.281 23.151
O 17.292 18.281 26.667
O 20.604 14.818 22.115
H 13.796 13.251 28.487
C 16.397 18.600 25.598
O 18.594 16.386 31.554
H 14.724 15.624 21.804
C 9.458 13.615 30.603
O 10.026 20.771 23.150
C 7.649 18.132 23.955
H 17.615 20.000 30.892
H 19.102 16.058 20.393
H 11.624 14.166 23.873
H 16.936 12.526 30.247
O 15.604 13.498 27.268
H 12.828 18.913 24.287
H 16.557 17.705 23.575
H 13.902 17.400 22.744
H 16.564 12.819 34.523
C 16.347 18.344 29.950
H 7.806 12.288 30.506
H 16.062 16.601 24.805
H 11.006 15.089 30.529
O 13.120 27.273 26.439
C 18.317 17.558 26.218
C 11.878 25.994 24.882
H 10.970 19.945 30.989
N 14.894 12.643 29.962
C 12.748 16.159 26.435
C 9.979 14.837 28.616
C 15.457 14.256 31.812
H 11.983 20.135 29.832
C 16.488 13.626 28.388
C 14.082 23.261 30.086
H 12.624 14.075 27.586
O 9.638 13.265 31.930
C 16.431 14.807 22.068
C 13.403 24.911 26.421
H 12.520 19.461 22.170
H 15.358 24.297 31.402
H 7.137 17.426 23.318
C 10.238 14.559 29.980
C 8.090 13.340 28.655
O 11.279 20.619 30.345
O 15.067 14.719 21.916
O 12.596 14.929 26.353
O 19.229 17.171 26.873
H 7.417 16.632 26.827
H 8.574 13.672 26.154
C 8.381 13.035 29.977
O 8.631 14.491 26.654
O 17.715 23.131 30.778
H 16.586 19.595 25.193
H 12.838 28.018 25.906
H 15.266 18.243 30.073
H 12.848 13.305 24.414
C 16.478 22.826 30.279
H 10.793 24.690 23.582
C 17.178 15.495 21.097
H 10.710 21.361 23.531
C 16.350 21.862 29.267
C 11.530 24.757 24.374
H 10.588 15.542 28.066
C 9.547 19.772 25.322
C 9.441 19.828 23.928
H 15.504 18.570 26.223
C 12.811 26.049 25.907
H 13.505 13.913 30.942
H 14.646 22.029 18.145
H 15.243 14.515 25.440
H 18.292 22.379 30.926
O 13.500 16.339 24.134
C 8.848 18.780 25.983
C 8.937 14.189 27.967
C 13.059 16.965 25.111
O 18.118 17.202 24.905
H 15.087 20.648 28.150
*
```



(2)
A structure of composition C57H62AuGe2N3OS6. Source: the OMol25 dataset; level of theory: the ωB97M-V functional and the def2-TZVPD basis.

Values from the calculation:
ΔE to the lowest compared entry with this formula, charge and spin = 35.80 kJ/mol
E_HOMO = -0.2719 Eh
orbital gap = 0.2307 Eh
E = -9127.6343 a.u.

Geometry as ORCA input:
```
! RIJCOSX wB97M-V def2-TZVPD def2/J DEFGRID3
* xyz 0 1
H -1.122 -4.912 -4.764
H -1.488 -3.219 -4.450
C 1.162 -4.129 1.052
C 0.969 -2.999 1.855
C -0.066 -1.699 4.766
H 2.919 0.615 5.574
H 0.031 1.078 7.747
C 1.629 5.360 -0.504
C 3.940 1.916 2.071
H 2.614 -6.188 3.321
C 1.943 -4.191 3.710
C -0.201 -0.654 5.669
H -7.498 -3.780 0.449
H -3.450 2.114 -2.392
H -5.234 5.696 0.015
C 4.177 1.170 0.787
H 0.086 -3.670 -5.114
H 2.965 1.658 2.492
H -4.203 2.786 -6.402
C -1.466 4.759 -1.012
C -1.238 -2.591 4.466
C 3.004 -3.308 -1.104
C -5.561 -4.357 -0.305
S -5.082 -0.058 -1.555
C -5.305 -1.680 -1.089
H 3.239 -2.363 -1.591
C 1.468 2.962 -0.247
C 1.760 -5.265 1.584
S 0.563 0.520 2.163
C -3.260 5.060 0.591
C -2.568 1.422 -4.104
N -2.673 1.746 -5.406
C -1.421 -5.262 0.369
Ge 0.433 1.317 0.075
C -1.026 4.528 1.361
C -2.788 5.053 -0.713
H -1.937 -5.021 -2.272
N -4.337 -2.611 -1.331
C 3.243 1.338 -2.899
C -0.540 -4.664 -0.694
C -6.463 -2.147 -0.440
C -0.080 4.309 2.508
C -4.209 3.038 -4.222
C 1.579 -3.708 -1.379
C 3.588 4.019 -0.726
H 7.220 -1.533 -0.601
H 4.302 -0.531 4.109
C -4.709 5.316 0.891
H 1.766 -3.288 -3.467
H -5.614 -5.392 -0.005
H 3.682 -4.069 -1.496
H 1.910 -6.125 0.944
H 0.881 4.792 2.329
H -2.048 -2.407 5.170
H 0.112 3.247 2.673
H -2.379 1.085 -7.355
H -7.236 -1.419 -0.247
H -3.470 5.277 -1.523
H 4.906 -0.742 -2.492
O -3.221 -2.305 -2.002
H -3.577 -4.496 -1.174
C -6.598 -3.454 -0.055
C -0.163 -4.093 -3.021
H -1.038 2.041 -6.683
C 0.671 1.349 6.909
H -5.202 4.393 1.203
H 0.199 2.187 6.393
C -0.582 4.477 0.035
H -0.088 5.170 -2.632
H -2.202 -5.873 -0.082
C 3.871 0.901 -1.604
H 4.702 1.660 2.806
H -1.631 -2.411 3.462
C -0.696 -3.969 -4.418
C 1.168 -1.898 4.144
H -0.853 -5.892 1.053
H -4.264 4.060 -3.853
C 4.702 -0.208 -1.570
Au -2.369 -0.506 -1.260
C 0.858 0.192 5.968
C 6.197 -1.837 -0.370
H -0.895 3.610 -2.719
H 6.206 -2.317 0.608
C -4.442 -3.896 -0.939
H -5.218 2.616 -4.254
C 3.608 1.591 -0.416
C 3.568 -1.245 3.737
H -1.309 0.372 -6.135
H -0.960 -3.645 4.522
C -3.502 2.931 -5.579
S 1.059 -0.615 -0.873
C 0.859 4.227 -0.252
Ge 0.154 -1.397 1.048
H 5.439 -0.284 1.714
C 2.152 -5.299 2.911
H 2.157 1.220 -2.864
C 1.355 -3.036 3.198
H 1.143 6.327 -0.492
C 2.844 2.871 -0.467
S -1.563 0.186 -3.529
C 5.273 -0.653 -0.383
H -2.878 3.804 -5.801
S -2.030 -1.637 0.791
C -0.959 -4.630 -2.012
H -4.824 6.040 1.698
C 2.986 5.263 -0.750
H -0.504 4.708 3.428
C -1.033 4.662 -2.448
H 2.233 -4.205 4.753
C 4.992 0.043 0.783
H 3.573 6.151 -0.943
H -1.160 -0.494 6.147
H 4.652 3.919 -0.898
H 3.207 -3.193 -0.040
H -1.789 5.092 -3.105
S -1.716 1.564 -0.434
C -2.361 4.806 1.615
H 3.446 2.389 -3.109
H 5.898 -2.577 -1.112
H 1.625 1.696 7.303
H 3.968 -2.251 3.862
C 1.112 -3.670 -2.691
H -2.704 4.831 2.643
C -1.799 1.288 -6.455
H 3.618 0.740 -3.728
H -1.898 -4.479 0.964
C 0.724 -4.145 -0.371
N -3.348 2.222 -3.387
C 2.254 -1.071 4.444
H 3.442 -1.077 2.664
C 2.082 -0.038 5.354
H 3.958 2.995 1.918
*
```



(3)
An isolated molecule of C3H7N3 in a non-equilibrium geometry. Source: the OMol25 dataset; level of theory: the ωB97M-V functional and the def2-TZVPD basis.

Values from the calculation:
ΔE to the lowest compared entry with this formula, charge and spin = 217.80 kJ/mol
E_HOMO = -0.2656 Eh
SMILES = CNC(N)=C=N
orbital gap = 0.3026 Eh
E = -282.6913 a.u.

Geometry as ORCA input:
```
! RIJCOSX wB97M-V def2-TZVPD def2/J DEFGRID3
* xyz 0 1
C 0.704 -0.965 0.032
H 2.135 -2.197 0.383
C 0.404 1.466 0.929
N -0.630 0.983 0.055
C -0.388 -0.309 -0.411
H 1.292 1.702 0.340
H -1.986 -0.318 -1.652
N 1.737 -1.568 -0.318
N -1.437 -0.951 -1.086
H 0.796 0.457 1.463
H -1.577 1.106 0.402
H 0.062 2.338 1.487
H -1.111 -1.744 -1.624
*
```



(4)
A structure of composition C12H36AlO20S2Y in a non-equilibrium geometry. Source: the OMol25 dataset; level of theory: the ωB97M-V functional and the def2-TZVPD basis.

Values from the calculation:
ΔE to the lowest compared entry with this formula, charge and spin = 0.00 kJ/mol
E_HOMO = -0.5211 Eh
orbital gap = 0.0848 Eh
E = -3060.1775 a.u.

Geometry as ORCA input:
```
! RIJCOSX wB97M-V def2-TZVPD def2/J DEFGRID3
* xyz 2 1
H -1.194 -4.763 4.174
C 0.350 1.842 5.085
O -1.796 -4.377 3.531
H 1.217 1.085 -2.674
H -0.954 2.225 3.481
C 0.058 1.828 3.615
H -1.646 1.510 -4.451
H 0.780 2.439 3.067
H -1.265 2.550 -2.124
H 2.865 1.963 1.712
C 3.437 1.279 2.340
H 5.494 0.410 0.069
H -0.175 2.710 5.490
O 2.057 -2.227 -2.985
Al -0.414 -1.628 -4.054
H -2.574 0.269 -1.875
O -0.576 3.551 -0.433
H 5.252 0.258 2.638
H 2.044 -0.775 -4.137
H -1.904 4.136 -1.866
C -1.636 3.220 -1.333
H -0.025 0.955 5.599
Y 3.003 -1.393 0.598
H -1.830 -2.441 4.181
O 0.034 -0.411 -1.649
O -0.442 0.578 0.506
C -2.034 -2.516 1.998
C -4.118 -2.342 -2.811
O -2.858 1.240 -0.543
H -1.997 -1.421 1.954
C 0.310 1.853 -4.465
C 1.386 1.090 -3.755
C 4.827 0.917 1.869
H -3.095 -2.776 2.003
O -2.611 -0.564 -2.421
H -3.013 -1.959 -0.909
H -3.764 3.051 -1.089
O -1.320 -3.051 0.929
O 1.869 0.265 -0.276
C -3.490 -1.467 -1.774
H 0.574 1.919 -5.524
O 1.772 1.927 5.229
H -4.805 -3.048 -2.334
C -1.443 -3.003 3.317
O 2.646 0.041 2.421
O 2.748 -3.190 -0.850
O 0.034 0.487 3.103
H 0.201 2.857 -4.051
S 3.212 -2.550 -2.112
H -0.328 0.499 2.179
O 4.702 0.261 0.603
H -0.345 -2.980 3.251
O -3.035 -3.053 -3.458
H -2.037 0.932 -0.104
H 1.953 2.349 6.077
H 1.931 0.284 3.054
H -0.498 -2.498 0.814
S 0.468 -0.260 -0.273
H -3.434 -3.437 -4.252
H -2.907 3.159 0.365
H -0.299 2.719 -0.025
H 2.374 1.500 -3.956
O 3.766 -1.293 -1.542
O 0.775 -1.567 0.405
H -4.297 -0.893 -1.289
O 1.216 -0.284 -4.204
O -0.814 1.045 -4.314
C -2.869 2.654 -0.607
O 4.132 -3.407 -2.809
H 5.498 1.775 1.905
H 3.501 1.712 3.340
H -4.648 -1.771 -3.575
*
```



(5)
A cluster of 7 separate species, C36H62N2O7Si in total in a non-equilibrium geometry. Source: the OMol25 dataset; level of theory: the ωB97M-V functional and the def2-TZVPD basis.

Values from the calculation:
E_HOMO = -0.2978 Eh
SMILES = CCCO[Si@@](CCN)(CCc1ccccc1)c1cccnc1.CC(C)=O.CC(C)=O.CC(C)=O.CC(C)=O.CC(C)=O.CC(C)=O
orbital gap = 0.3154 Eh
E = -2334.3680 a.u.

Geometry as ORCA input:
```
! RIJCOSX wB97M-V def2-TZVPD def2/J DEFGRID3
* xyz 0 1
H 0.843 0.248 -0.046
H 0.498 2.872 -1.169
H -8.984 -5.259 0.628
H 0.194 1.751 0.812
H -3.993 -0.554 -5.906
C 4.394 6.161 -2.934
C -0.672 1.669 -3.400
O -7.273 -4.120 -0.794
H 6.862 -3.118 4.921
H -8.176 -1.524 0.593
N 3.139 -2.555 -1.254
H -3.620 1.919 0.708
H 1.289 -1.391 -1.596
C -7.316 -2.197 0.603
C -8.773 -4.271 1.044
N 2.241 1.369 1.274
C 2.440 6.552 5.167
C -3.001 1.260 0.013
H 2.008 6.443 4.170
H -7.213 -5.611 -2.502
C -1.359 -0.452 -1.819
O 2.935 4.635 6.483
H 2.178 3.107 -0.478
H 4.332 -3.084 2.913
H 0.812 -0.867 4.885
H 5.475 -1.716 3.094
H 3.526 6.612 5.074
H -6.871 -2.227 1.600
H -9.698 -3.690 1.053
C 3.388 3.778 -2.885
H -4.467 -1.537 -4.485
C -2.659 -3.062 -6.066
H 5.305 0.993 -2.389
C -2.325 1.939 -1.201
O -5.260 -5.258 -4.855
H 2.078 7.468 5.638
H 0.102 4.933 5.315
C -7.743 -3.580 0.191
H -0.742 -1.111 -2.513
H 1.777 -0.894 6.374
H 3.651 2.275 5.355
H 1.964 1.880 2.130
C 4.757 0.049 -2.082
H 3.395 6.727 -3.070
C 4.794 -2.566 4.937
H 2.372 4.271 -2.711
H -3.423 -3.722 -5.646
C 0.615 5.107 6.264
C -5.448 -5.243 -3.651
O 2.443 0.705 3.829
H -1.364 1.564 -4.323
H 3.824 4.952 -4.722
C 2.246 0.704 5.033
C 5.474 -1.298 -1.690
C 5.905 -3.535 5.243
C 1.122 1.300 0.289
H -8.393 -4.393 2.061
C 4.550 -2.461 -1.295
H -4.035 -3.671 -3.359
H -1.720 -3.616 -6.136
H 5.279 6.806 -3.281
H 3.873 3.671 -1.838
H -5.416 -3.631 -2.245
C 2.977 1.651 5.945
H -0.500 2.801 -3.284
C 4.577 -2.193 3.494
Si 2.152 1.453 -2.497
C 2.439 -1.377 -1.628
H 5.106 -3.422 -0.978
C 2.078 5.362 6.016
C -6.428 -6.181 -3.001
C -4.707 -4.286 -2.756
C -2.869 -0.254 0.357
H -2.436 3.049 -1.435
C -1.447 1.058 -2.147
C 0.729 0.951 -3.726
C 3.203 -0.099 -2.014
H 5.945 -3.712 6.320
H 0.171 5.959 6.783
H 6.620 -1.371 -1.682
H 0.472 0.317 6.163
H 5.719 -4.486 4.739
H -6.570 -1.823 -0.102
H -4.113 -4.842 -2.027
H 5.411 4.346 -3.872
H -3.377 -0.149 -4.291
H 4.472 5.944 -1.801
C -2.034 -1.146 -0.611
H -5.911 -6.821 -2.283
H 3.567 1.086 6.670
H -2.949 -2.738 -7.068
C 4.351 4.745 -3.729
H 2.263 2.297 6.458
H -1.905 -2.277 -0.447
C 1.263 -0.246 5.662
H -3.341 -0.754 1.264
C -2.469 -1.865 -5.176
H 3.746 -1.488 3.424
O 3.234 2.454 -3.453
O 4.098 -2.102 5.822
C 1.482 2.312 -0.927
H 2.608 0.447 1.528
C -3.659 -0.971 -4.954
O -1.395 -1.627 -4.653
H 0.659 -0.198 -3.781
H 1.018 1.285 -4.796
H -6.887 -6.812 -3.766
H 0.503 4.218 6.889
*
```



(6)
An isolated molecule of C4H5N3O in a non-equilibrium geometry. Source: the OMol25 dataset; level of theory: the ωB97M-V functional and the def2-TZVPD basis.

Values from the calculation:
ΔE to the lowest compared entry with this formula, charge and spin = 390.55 kJ/mol
E_HOMO = -0.3376 Eh
SMILES = O/N=C\n1cccn1
orbital gap = 0.3628 Eh
E = -394.8188 a.u.

Geometry as ORCA input:
```
! RIJCOSX wB97M-V def2-TZVPD def2/J DEFGRID3
* xyz 0 1
N -2.191 0.452 0.092
C 1.300 1.057 -0.064
C 2.337 0.118 -0.122
N 0.149 0.435 -0.023
C -1.051 0.991 0.104
H 1.325 2.114 -0.293
H 3.418 0.313 -0.238
H 2.057 -2.105 0.522
H -1.256 -1.308 -0.269
N 0.309 -0.899 0.110
H -0.997 2.013 0.494
C 1.600 -1.097 0.097
O -2.192 -0.920 -0.195
*
```



| no. | LUMO (hartree) |
| --- | --- |
| 1 | -0.13044 |
| 2 | -0.04121 |
| 3 | 0.03696 |
| 4 | -0.43637 |
| 5 | 0.01767 |
| 6 | 0.02525 |